1.
Density functional theory data (ωB97M-V/def2-TZVPD) for a cluster of 3 separate species, C4H7ClFN in total.

XYZ file:
```
14
C4H7ClFN (ωB97M-V/def2-TZVPD)
C 0.047 2.129 0.159
C -0.402 0.619 0.058
C -1.929 0.506 -0.217
C 0.568 -0.385 0.053
H -0.635 3.041 -0.354
H 0.202 2.664 1.217
H 1.030 2.194 -0.502
H -2.500 1.258 0.355
H -2.113 0.725 -1.519
H -1.683 -1.573 -0.535
H -3.314 -1.037 1.286
N -2.810 -0.836 -0.035
F 0.201 -1.684 0.120
Cl 2.186 -0.205 -0.065
```

Computed properties:
- Frontier orbital gap: 0.348 Eh
- Relative energy (zero: lowest compared OMol25 entry of this formula, charge and spin): 6.262 eV
- Largest force on an atom: 5.6 eV/A

=====

2.
Density functional theory data (ωB97M-V/def2-TZVPD) for a cluster of 2 separate species, C4H7ClN2 in total.

XYZ file:
```
14
C4H7ClN2 (ωB97M-V/def2-TZVPD)
N 2.185 2.022 -1.258
C 2.488 1.138 -0.481
N 2.877 0.381 0.365
Cl 2.849 -1.364 0.848
H 1.555 2.821 -1.126
C -1.185 -0.398 -1.170
C -0.840 -0.325 0.091
C -1.716 -0.857 1.234
H -0.386 -0.110 -1.995
H -2.159 -0.754 -1.411
H 0.166 0.048 0.382
H -1.182 -1.107 2.085
H -2.463 -1.549 0.836
H -2.189 0.055 1.599
```

Computed properties:
- SMILES: N=C=NCl.C=CC
- Frontier orbital gap: 0.324 Eh
- Relative energy (zero: lowest compared OMol25 entry of this formula, charge and spin): 4.407 eV
- Largest force on an atom: 3.7 eV/A

=====

3.
Density functional theory data (ωB97M-V/def2-TZVPD) for an isolated molecule of C4H7ClN2O.

XYZ file:
```
15
C4H7ClN2O (ωB97M-V/def2-TZVPD)
C -0.647 1.353 0.791
C 0.332 0.406 0.193
C -0.126 -0.618 -0.795
N 1.530 0.676 0.572
N 2.529 -0.143 0.161
Cl 3.919 0.737 -0.313
C 2.462 -1.494 0.295
O 1.424 -2.048 0.631
H -0.737 1.294 1.810
H -1.785 1.217 0.584
H -0.357 2.271 0.521
H -0.850 -0.162 -1.376
H -0.316 -1.567 -0.282
H 0.638 -0.750 -1.545
H 3.436 -1.995 0.267
```

Computed properties:
- SMILES: CC(C)=NN(Cl)C=O
- Frontier orbital gap: 0.355 Eh
- Relative energy (zero: lowest compared OMol25 entry of this formula, charge and spin): 2.996 eV
- Largest force on an atom: 4.9 eV/A

=====

Question: Number 2 is which compound?
Answer: C4H7ClN2

=====

Question: Look up the largest force on an atom of the second one.
Answer: 3.7 eV/A